C4H33NO12 | ωB97M-V/def2-TZVPD

Output
HOMO (spin up / spin down) in eV: -13.5 / -13.5
Multiplicity: 2
Net charge: +1
F_max in eV/Å: 1.76
Calculated total energy in hartree: -1129.4429
HOMO-LUMO gap (spin up / spin down) in eV: 8.73 / 5.14
ΔE to the lowest compared entry with this formula, charge and spin in eV: 2.322

Each line ends with the Löwdin charge.
Geometry (Å):
C  1.039  0.180  1.065  -0.163
C  2.162  -0.930  1.048  -0.121
C  2.554  -1.267  -0.292  -0.007
C  3.708  -0.871  -0.942  0.226
N  -0.187  -0.404  0.495  0.028
H  1.351  1.010  0.435  0.123
H  0.932  0.333  2.153  0.090
H  1.682  -1.802  1.513  0.132
H  3.027  -0.673  1.665  0.139
H  1.763  -1.625  -0.955  0.106
H  4.397  -0.077  -0.673  0.120
H  3.900  -1.420  -1.860  0.107
H  -0.888  0.338  0.528  0.066
H  -0.115  -0.585  -0.505  0.051
H  -1.303  3.674  -1.015  0.057
H  -1.430  2.344  -0.354  -0.025
O  -0.918  3.160  -0.295  -0.064
H  -0.255  -2.725  0.761  -0.032
H  -0.460  -4.106  0.224  0.026
O  -0.056  -3.644  0.988  -0.076
H  1.047  1.605  3.364  0.036
H  -0.341  1.030  2.990  0.007
O  0.104  1.777  3.390  -0.041
H  -1.990  -1.582  -0.370  -0.014
H  -2.668  -1.548  0.936  0.031
O  -2.857  -1.388  -0.002  -0.043
H  -1.563  -3.753  -1.989  0.075
H  -0.256  -3.008  -1.890  0.016
O  -0.674  -3.836  -1.618  -0.040
H  -1.330  -2.610  2.867  0.045
H  -0.493  -1.343  2.528  -0.021
O  -1.281  -1.652  2.974  -0.042
H  -0.757  1.232  -2.211  0.039
H  -2.167  0.502  -2.311  0.033
O  -1.211  0.387  -2.292  -0.045
H  3.076  2.225  -2.392  0.049
H  2.499  0.787  -2.501  -0.016
O  2.278  1.719  -2.573  -0.032
H  -3.348  1.708  1.782  0.084
H  -2.115  2.526  1.674  0.064
O  -2.639  1.898  1.151  -0.070
H  -3.528  0.995  -0.728  0.018
H  -3.906  2.498  -0.749  0.051
O  -3.511  1.795  -1.266  -0.063
H  0.492  -1.047  -3.661  0.061
H  1.667  -2.114  -3.514  0.066
O  1.154  -1.431  -3.076  -0.045
H  1.545  4.220  1.249  0.047
H  0.754  3.984  2.506  0.044
O  1.116  3.514  1.746  -0.077



H4S4 | ωB97M-V/def2-TZVPD

Output
HOMO (spin up / spin down) in eV: -0.3 / -4.1
Multiplicity: 2
Net charge: -1
F_max in eV/Å: 3.88
Calculated total energy in hartree: -1595.0918
HOMO-LUMO gap (spin up / spin down) in eV: 2.92 / 6.70
ΔE to the lowest compared entry with this formula, charge and spin in eV: 1.054

Each line ends with the Löwdin charge.
Geometry (Å):
S  2.301  -0.589  -0.067  0.147
S  3.600  0.920  0.155  0.181
H  0.963  -0.508  -0.071  -0.284
H  2.890  1.743  -0.633  -0.205
S  -2.506  -0.093  -0.990  -0.149
S  -1.406  -0.645  0.809  -0.168
H  -3.541  -0.947  -0.845  -0.301
H  -2.300  0.119  1.641  -0.221



C3H10S3 | ωB97M-V/def2-TZVPD

Output
HOMO in eV: -8.5
Structure (SMILES): CCS.CSS
Net charge: 0
F_max in eV/Å: 1.63
Calculated total energy in hartree: -1314.8248
HOMO-LUMO gap in eV: 9.12
ΔE to the lowest compared entry with this formula, charge and spin in eV: 0.635

Each line ends with the Löwdin charge.
Geometry (Å):
C  -0.947  -2.130  -0.831  -0.165
C  -1.518  -0.717  -0.622  -0.645
S  -1.808  0.230  -2.128  0.684
H  -0.075  -2.100  -1.478  0.065
H  -0.737  -2.656  0.097  0.065
H  -1.790  -2.695  -1.240  0.068
H  -0.910  -0.093  0.041  0.034
H  -2.478  -0.781  -0.114  0.060
H  -3.106  0.399  -1.911  -0.162
C  1.850  1.009  1.951  -0.476
S  3.189  1.587  0.854  0.331
S  2.396  2.901  -0.470  0.300
H  1.186  1.777  2.380  0.041
H  1.199  0.344  1.396  0.003
H  2.229  0.668  2.916  0.033
H  1.321  2.254  -0.840  -0.234



C33H16AuF3N8O3S | ωB97M-V/def2-TZVPD

Output
HOMO (spin up / spin down) in eV: -7.1 / -7.0
Net charge: 0
F_max in eV/Å: 0.34
Calculated total energy in hartree: -2764.5121
HOMO-LUMO gap (spin up / spin down) in eV: 5.01 / 4.89

Each line ends with the Löwdin charge.
Geometry (Å):
Au  -0.004  -0.504  0.107  1.459
C  6.388  -0.136  1.365  -0.063
C  5.971  -0.089  2.703  -0.063
C  4.638  -0.218  3.046  0.001
C  3.732  -0.400  2.009  -0.096
C  2.285  -0.534  2.006  -0.254
N  1.548  -0.521  3.088  0.225
C  0.229  -0.515  3.074  -0.250
C  -0.597  -0.543  4.264  -0.102
C  -0.270  -0.638  5.613  -0.003
C  -1.314  -0.630  6.517  -0.067
C  -2.649  -0.527  6.093  -0.067
C  -2.974  -0.429  4.755  -0.003
C  -1.923  -0.440  3.842  -0.102
C  -1.902  -0.350  2.397  -0.250
N  -2.972  -0.175  1.646  0.222
C  -2.948  -0.127  0.338  -0.248
N  -1.886  -0.362  -0.493  -0.004
C  -2.268  -0.229  -1.795  -0.269
N  -1.544  -0.399  -2.876  0.233
C  -0.245  -0.586  -2.859  -0.252
N  0.592  -0.594  -1.780  0.007
C  1.885  -0.740  -2.181  -0.259
N  2.972  -0.707  -1.440  0.235
C  2.953  -0.616  -0.129  -0.252
N  1.878  -0.699  0.708  -0.005
C  4.147  -0.448  0.682  -0.096
C  5.485  -0.315  0.334  0.003
C  1.893  -0.864  -3.629  -0.112
C  2.932  -1.020  -4.534  0.003
C  2.597  -1.083  -5.875  -0.062
C  1.265  -0.986  -6.300  -0.062
C  0.231  -0.824  -5.395  0.004
C  0.568  -0.768  -4.051  -0.103
C  -3.684  0.094  -1.816  -0.095
C  -4.553  0.341  -2.870  0.005
C  -5.862  0.649  -2.548  -0.062
C  -6.290  0.710  -1.214  -0.064
C  -5.422  0.467  -0.166  0.000
C  -4.108  0.157  -0.492  -0.095
N  -0.598  -0.408  1.994  0.004
H  7.441  -0.023  1.143  0.106
H  6.711  0.059  3.477  0.106
H  4.303  -0.173  4.073  0.117
H  0.761  -0.711  5.931  0.116
H  -1.104  -0.702  7.576  0.105
H  -3.434  -0.522  6.837  0.105
H  -3.999  -0.344  4.422  0.116
H  5.796  -0.342  -0.701  0.117
H  3.959  -1.082  -4.200  0.117
H  3.377  -1.203  -6.615  0.105
H  1.048  -1.034  -7.358  0.105
H  -0.798  -0.737  -5.715  0.118
H  -4.207  0.302  -3.893  0.118
H  -6.575  0.856  -3.335  0.105
H  -7.323  0.961  -1.007  0.105
H  -5.741  0.521  0.865  0.116
F  1.551  2.052  -2.943  0.111
C  1.511  3.133  -2.135  -0.651
F  2.753  3.331  -1.680  0.123
F  1.170  4.181  -2.885  0.133
S  0.316  2.876  -0.743  0.462
O  0.053  4.201  -0.264  -0.284
O  -0.789  2.184  -1.385  -0.332
O  1.073  2.012  0.161  -0.377



C4H12N3 | ωB97M-V/def2-TZVPD

Output
HOMO in eV: -14.1
Net charge: +1
F_max in eV/Å: 5.40
Calculated total energy in hartree: -323.5858
HOMO-LUMO gap in eV: 11.27
ΔE to the lowest compared entry with this formula, charge and spin in eV: 2.516

Each line ends with the Löwdin charge.
Geometry (Å):
C  -1.468  -0.031  -0.114  -0.479
C  -2.658  -0.688  0.444  0.004
C  2.070  0.731  0.939  -0.038
C  1.478  0.164  -0.330  -0.321
N  -1.556  0.957  -1.043  0.145
N  2.159  -0.799  -0.855  0.123
N  -0.315  -0.469  0.286  0.117
H  -2.264  -1.732  0.192  0.128
H  -2.979  -0.725  1.420  0.065
H  -3.554  -0.519  -0.227  0.117
H  1.484  1.730  1.126  0.134
H  3.185  0.672  0.875  0.106
H  1.742  0.007  1.686  0.073
H  1.080  0.912  -0.911  0.075
H  -2.425  1.463  -1.225  0.121
H  -0.665  1.612  -1.275  0.177
H  3.028  -1.089  -0.302  0.172
H  1.955  -1.103  -1.809  0.143
H  -0.298  -1.094  1.123  0.139



C38H73Br24NO3 | ωB97M-V/def2-TZVPD

Output
HOMO in eV: -9.5
Net charge: 0
F_max in eV/Å: 8.85
Calculated total energy in hartree: -63548.2327
HOMO-LUMO gap in eV: 9.77

Each line ends with the Löwdin charge.
Geometry (Å):
C  -4.057  -4.703  -4.925  -0.094
C  -4.626  -3.177  -4.736  -0.286
O  -5.855  -2.999  -4.192  -0.035
O  -3.887  -1.932  -5.105  -0.115
C  -2.865  -1.801  -4.054  -0.199
C  -2.538  -0.238  -3.616  -0.163
C  -0.913  -0.048  -3.685  -0.201
C  -0.107  -0.342  -2.293  -0.210
C  -0.963  -1.098  -1.122  -0.190
C  0.147  -2.007  -0.261  -0.178
C  0.378  -3.370  -1.196  -0.196
C  1.884  -3.476  -1.836  -0.150
C  1.938  -3.878  -3.424  -0.325
C  1.372  -2.825  -4.558  -0.161
C  1.119  -3.641  -5.980  -0.081
C  1.586  -5.148  -5.426  -0.280
O  2.098  -6.089  -6.227  -0.038
N  1.330  -5.180  -3.905  -0.001
H  -4.865  -5.431  -5.413  0.080
H  -3.860  -5.163  -3.841  0.094
H  -3.027  -4.744  -5.495  0.005
H  -3.311  -2.319  -3.076  0.131
H  -1.919  -2.418  -4.365  0.111
H  -2.995  0.450  -4.471  0.106
H  -3.034  0.056  -2.597  0.110
H  -0.412  -0.641  -4.587  0.103
H  -0.725  1.102  -3.944  0.097
H  0.884  -0.961  -2.539  0.090
H  0.291  0.700  -1.873  0.037
H  -1.383  -0.272  -0.394  0.096
H  -1.763  -1.866  -1.494  0.094
H  1.175  -1.439  -0.258  0.077
H  -0.255  -2.298  0.801  0.111
H  0.247  -4.326  -0.494  0.118
H  -0.416  -3.488  -2.047  0.094
H  2.458  -2.442  -1.716  0.115
H  2.526  -4.270  -1.238  0.123
H  3.080  -4.002  -3.734  0.156
H  0.246  -2.683  -4.189  0.077
H  2.009  -1.840  -4.655  0.125
H  1.802  -3.276  -6.869  0.050
H  -0.046  -3.512  -6.178  0.123
H  0.293  -4.957  -3.916  0.041
Br  0.246  3.861  -1.894  0.614
C  1.167  3.879  -0.176  -0.671
C  2.578  3.354  -0.306  -0.683
Br  2.597  1.409  -0.445  0.640
H  0.553  3.304  0.523  0.056
H  1.174  4.929  0.132  0.061
H  3.159  3.580  0.593  0.030
H  3.106  3.742  -1.181  0.055
Br  -3.152  3.439  -3.369  0.615
C  -4.393  3.980  -1.966  -0.674
C  -3.683  4.153  -0.644  -0.676
Br  -3.295  2.429  0.181  0.613
H  -5.189  3.229  -1.937  0.056
H  -4.811  4.932  -2.307  0.059
H  -4.324  4.673  0.073  0.038
H  -2.733  4.687  -0.729  0.036
Br  -1.534  -6.728  -4.972  0.752
C  -1.483  -8.025  -6.427  -0.640
C  -2.276  -7.542  -7.619  -0.675
Br  -4.192  -7.752  -7.323  0.626
H  -1.843  -8.975  -6.022  0.057
H  -0.424  -8.123  -6.683  0.063
H  -2.057  -8.150  -8.501  0.060
H  -2.103  -6.489  -7.857  0.058
Br  -6.008  0.457  4.065  0.620
C  -7.286  1.691  3.260  -0.707
C  -6.626  2.554  2.210  -0.694
Br  -5.568  3.974  3.027  0.594
H  -7.733  2.265  4.076  0.025
H  -8.052  1.053  2.809  0.054
H  -7.378  3.071  1.607  0.058
H  -5.957  1.997  1.548  0.010
Br  4.469  4.130  3.866  0.594
C  5.796  2.881  3.172  -0.697
C  6.982  3.613  2.588  -0.734
Br  6.562  4.349  0.831  0.598
H  5.284  2.239  2.450  0.050
H  6.100  2.281  4.034  0.019
H  7.814  2.924  2.415  0.039
H  7.328  4.444  3.208  -0.022
Br  -10.934  0.368  5.259  0.603
C  -12.212  1.602  4.454  -0.695
C  -11.552  2.465  3.404  -0.691
Br  -10.494  3.886  4.221  0.613
H  -12.659  2.177  5.270  0.054
H  -12.977  0.964  4.003  0.058
H  -12.304  2.982  2.801  0.058
H  -10.882  1.909  2.743  0.047
Br  8.791  1.212  4.961  0.647
C  10.399  2.291  5.191  -0.670
C  10.150  3.452  6.126  -0.752
Br  9.162  4.877  5.234  0.657
H  10.723  2.599  4.193  0.057
H  11.141  1.608  5.614  0.059
H  11.094  3.910  6.432  -0.022
H  9.579  3.177  7.017  -0.028
Br  -7.387  -1.474  7.657  0.582
C  -5.689  -1.296  8.600  -0.691
C  -4.621  -0.718  7.701  -0.693
Br  -3.943  -2.058  6.457  0.590
H  -5.436  -2.286  8.992  0.055
H  -5.897  -0.622  9.436  0.026
H  -3.751  -0.406  8.286  0.059
H  -4.971  0.127  7.101  0.030
Br  9.750  4.305  9.385  0.691
C  11.448  4.482  10.328  -0.673
C  12.515  5.061  9.429  -0.672
Br  13.194  3.721  8.185  0.652
H  11.700  3.493  10.720  0.056
H  11.240  5.157  11.163  0.060
H  13.385  5.373  10.014  0.060
H  12.166  5.906  8.828  0.059
Br  -5.085  1.669  11.978  0.594
C  -6.939  1.824  12.562  -0.694
C  -7.886  1.247  11.536  -0.697
Br  -8.120  2.463  10.029  0.599
H  -7.120  2.881  12.774  0.053
H  -6.991  1.257  13.496  0.058
H  -8.886  1.124  11.959  0.060
H  -7.550  0.291  11.125  0.039
Br  3.364  -1.287  -7.982  0.616
C  3.415  -2.583  -9.438  -0.669
C  2.622  -2.100  -10.629  -0.690
Br  0.705  -2.310  -10.333  0.598
H  3.055  -3.533  -9.032  0.051
H  4.474  -2.682  -9.693  0.060
H  2.841  -2.708  -11.511  0.060
H  2.795  -1.047  -10.867  0.050
Br  5.763  1.294  -9.846  0.581
C  6.685  1.313  -8.128  -0.694
C  8.095  0.788  -8.258  -0.697
Br  8.114  -1.158  -8.397  0.591
H  6.070  0.738  -7.429  0.038
H  6.691  2.362  -7.820  0.059
H  8.676  1.014  -7.359  0.058
H  8.624  1.175  -9.133  0.052



C2H4I2S | ωB97M-V/def2-TZVPD

Output
HOMO in eV: -9.3
Net charge: 0
F_max in eV/Å: 5.24
Calculated total energy in hartree: -1072.1377
HOMO-LUMO gap in eV: 8.96
ΔE to the lowest compared entry with this formula, charge and spin in eV: 0.266

Each line ends with the Löwdin charge.
Geometry (Å):
C  0.656  -0.272  -0.483  -0.715
C  -0.923  0.163  -0.013  -1.221
S  1.959  0.701  0.218  0.667
I  -2.294  -0.908  -1.311  0.665
I  -1.663  -0.093  2.022  0.663
H  0.737  -1.398  -0.218  0.083
H  0.837  -0.200  -1.520  0.015
H  -1.114  1.215  -0.267  -0.022
H  1.805  0.791  1.573  -0.136



C5H11N2 | ωB97M-V/def2-TZVPD

Output
HOMO in eV: -13.5
Structure (SMILES): C=N/C=[N+](/C)CC
Net charge: +1
F_max in eV/Å: 7.13
Calculated total energy in hartree: -306.2218
HOMO-LUMO gap in eV: 7.93
ΔE to the lowest compared entry with this formula, charge and spin in eV: 4.399

Each line ends with the Löwdin charge.
Geometry (Å):
C  2.778  -0.134  0.493  0.166
N  1.844  0.676  0.182  0.099
C  0.889  1.332  -0.319  0.091
N  -0.579  0.625  -0.236  -0.136
C  -1.515  1.261  -1.117  -0.069
C  -0.530  -0.779  -0.206  -0.233
C  -0.930  -1.377  1.230  -0.043
H  3.527  -0.548  -0.148  0.110
H  3.048  -0.537  1.464  0.119
H  0.767  2.368  -0.732  0.172
H  -2.300  0.639  -1.404  0.073
H  -1.944  2.109  -0.590  0.099
H  -0.911  1.592  -2.050  0.128
H  0.435  -1.489  -0.509  0.177
H  -1.393  -1.060  -0.787  0.099
H  -0.172  -1.435  1.962  0.054
H  -1.729  -0.935  1.721  0.056
H  -1.286  -2.308  1.046  0.037



Which value of F_max does entry 7 give?
5.24 eV/Å



What is the net charge in the seventh record?
0